Entry 1:
Molecular formula: CH6OS2
Method: DFT, ωB97M-V with the def2-TZVPD basis set

Values from the calculation:
SMILES: CO.SS
net charge: 0
multiplicity: 1
total energy: -913.27476 hartree

Last column: natural (NBO) charge in e.
Positions of all 10 atoms, in Å:
C: -2.38 0.16 2.42  -0.245
O: -1.14 -0.33 1.99  -0.729
H: -2.21 1.11 2.93  0.180
H: -2.87 -0.54 3.09  0.167
H: -3.07 0.38 1.59  0.165
H: -1.17 -0.81 1.16  0.470
S: 1.31 -0.90 -1.30  -0.144
S: 0.50 1.02 -1.07  -0.141
H: 2.54 -0.47 -1.59  0.137
H: -0.20 0.72 0.04  0.140



Entry 2:
Molecular formula: CH6OS2
Method: DFT, ωB97M-V with the def2-TZVPD basis set

Values from the calculation:
SMILES: CO.SS
net charge: 0
multiplicity: 1
total energy: -913.27394 hartree

Last column: natural (NBO) charge in e.
Positions of all 10 atoms, in Å:
C: 1.01 -0.14 -1.29  -0.254
O: 1.76 -0.01 -0.06  -0.733
H: 0.43 -1.06 -1.19  0.169
H: 1.80 -0.34 -2.01  0.184
H: 0.42 0.73 -1.52  0.168
H: 1.19 0.43 0.58  0.462
S: -1.74 1.09 1.78  -0.140
S: -2.00 -0.96 1.28  -0.123
H: -2.03 1.50 0.55  0.132
H: -0.85 -1.25 1.88  0.135



Entry 3:
Molecular formula: CH6OS2
Method: DFT, ωB97M-V with the def2-TZVPD basis set

Values from the calculation:
SMILES: CSS.O
net charge: 0
multiplicity: 1
total energy: -913.26852 hartree

Last column: natural (NBO) charge in e.
Positions of all 10 atoms, in Å:
C: -0.08 3.43 -1.54  -0.695
S: -1.51 2.31 -0.81  0.013
S: -0.91 1.06 0.70  -0.099
H: -0.78 4.28 -1.90  0.224
H: 0.20 2.87 -2.41  0.212
H: 0.78 3.85 -0.95  0.236
H: -0.20 0.27 -0.04  0.109
O: 1.10 -5.89 2.15  -0.931
H: 0.30 -5.55 2.05  0.460
H: 1.09 -6.63 2.76  0.472



Entry 4:
Molecular formula: CH6OSi
Method: DFT, ωB97M-V with the def2-TZVPD basis set

Values from the calculation:
net charge: 0
multiplicity: 1
total energy: -406.22628 hartree

Last column: natural (NBO) charge in e.
Positions of all 9 atoms, in Å:
C: 0.03 -1.77 0.98  -0.317
O: 0.61 -1.14 -0.09  -0.320
Si: -0.14 2.13 -1.05  0.446
H: 0.69 -1.79 1.87  0.182
H: 0.08 -2.95 0.69  0.226
H: -1.01 -1.41 0.97  0.204
H: -0.32 3.29 -0.03  -0.147
H: -1.12 2.23 -2.15  -0.153
H: 1.17 1.41 -1.19  -0.121



Entry 5:
Molecular formula: CH6P2
Method: DFT, ωB97M-V with the def2-TZVPD basis set

Values from the calculation:
SMILES: C=[PH2]P
net charge: 0
multiplicity: 1
total energy: -724.27067 hartree

Last column: natural (NBO) charge in e.
Positions of all 9 atoms, in Å:
C: 1.76 -0.16 0.60  -1.082
P: 0.34 -0.32 -0.34  0.754
P: -2.03 -0.17 0.11  -0.117
H: 1.75 0.76 1.20  0.231
H: 1.76 -1.17 1.14  0.229
H: 0.29 0.33 -1.59  -0.017
H: 0.05 -1.60 -0.74  -0.007
H: -2.05 -0.66 1.47  0.007
H: -2.59 -1.38 -0.44  0.003



Entry 6:
Molecular formula: CH6P2S
Method: DFT, ωB97M-V with the def2-TZVPD basis set

Values from the calculation:
net charge: 0
multiplicity: 1
total energy: -1122.47736 hartree

Last column: natural (NBO) charge in e.
Positions of all 10 atoms, in Å:
C: -1.14 -0.91 0.07  -0.833
P: -1.41 1.00 -0.18  0.246
P: 0.49 1.79 0.38  0.311
S: 2.91 -0.07 0.33  -0.471
H: -0.86 -1.13 -0.90  0.229
H: -2.03 -1.28 0.54  0.231
H: -0.26 -0.98 0.77  0.246
H: -1.12 0.86 -1.54  -0.015
H: 0.36 1.17 1.52  -0.071
H: 3.05 -0.44 -0.98  0.126



Entry 7:
Molecular formula: CH6P4
Method: DFT, ωB97M-V with the def2-TZVPD basis set

Values from the calculation:
net charge: 0
multiplicity: 1
total energy: -1407.07423 hartree

Last column: natural (NBO) charge in e.
Positions of all 11 atoms, in Å:
C: -1.31 1.35 0.23  -0.945
P: 0.95 -0.64 1.06  -0.011
P: 2.55 -0.90 -0.42  0.013
P: 1.80 1.11 0.09  -0.015
P: -0.10 0.26 -0.65  0.275
H: -1.16 2.39 -0.09  0.239
H: -1.21 1.27 1.31  0.232
H: -2.32 1.05 -0.07  0.238
H: -1.05 -2.36 -1.11  -0.002
H: 3.57 -0.85 0.53  -0.020
H: -1.73 -2.67 -0.88  -0.004



Entry 8:
Molecular formula: CH6S
Method: DFT, ωB97M-V with the def2-TZVPD basis set

Values from the calculation:
SMILES: C.S
net charge: 0
multiplicity: 1
total energy: -439.83345 hartree

Last column: natural (NBO) charge in e.
Positions of all 8 atoms, in Å:
C: 0.88 -1.45 -1.57  -0.852
H: 0.88 -2.27 -0.87  0.213
H: 1.83 -1.36 -2.09  0.213
H: 0.19 -1.62 -2.39  0.211
H: 0.53 -0.54 -1.10  0.216
S: -1.72 2.41 2.40  -0.374
H: -0.73 3.30 2.24  0.187
H: -1.86 1.53 3.39  0.187



Which formula does entry 4 have? CH6OSi



What is the total energy in the fourth record? -406.22628 hartree